[1]
{"formula": "C9H11ClSSi", "method": "the ωB97M-V functional and the def2-TZVPD basis", "symbols": ["C", "C", "C", "C", "C", "C", "C", "C", "C", "Si", "S", "Cl", "H", "H", "H", "H", "H", "H", "H", "H", "H", "H", "H"], "coordinates": [[2.973, -0.117, -0.668], [2.794, -1.370, -1.265], [1.927, 0.071, 0.274], [1.034, -0.968, 0.296], [1.506, 1.195, 1.056], [0.351, 0.786, 1.676], [-0.175, -0.711, 1.200], [-1.212, -0.011, -1.811], [-2.875, 0.962, 0.753], [-1.760, -0.453, 0.005], [1.533, -2.332, -0.622], [-2.849, -2.156, 0.004], [3.868, 0.485, -0.825], [3.612, -1.804, -2.008], [2.219, 2.024, 1.201], [-0.103, 1.360, 2.439], [-0.235, -1.400, 2.040], [-1.495, -0.909, -2.438], [-1.914, 0.726, -2.203], [-0.245, 0.394, -2.084], [-2.416, 1.887, 0.438], [-3.977, 1.264, 0.712], [-2.564, 1.079, 1.830]], "lowdin_charge": [-0.115, -0.450, -0.345, -0.577, -0.029, -0.059, -0.250, -0.186, -0.224, 0.212, 1.013, 0.346, 0.106, 0.108, 0.123, 0.069, 0.103, 0.037, 0.016, 0.026, -0.001, 0.053, 0.023], "homo_energy_ev": -8.1, "e_above_lowest_kj_mol": 87.5, "gap_ev": 8.90, "energy_ha": -1497.41569, "max_force_ev_per_a": 3.93, "smiles": "C[Si](C)(Cl)[C@@H]1C=Cc2ccsc21"}


[2]
{"formula": "C8H13BN3O11P2V", "method": "the ωB97M-V functional and the def2-TZVPD basis", "symbols": ["V", "C", "C", "O", "P", "O", "O", "O", "P", "O", "O", "O", "H", "H", "H", "H", "H", "H", "H", "O", "C", "O", "C", "C", "N", "N", "C", "C", "O", "O", "H", "H", "H", "B", "C", "N", "H", "H", "H"], "coordinates": [[-0.016, -0.005, 0.073], [1.717, 4.207, 1.707], [1.643, 2.727, 1.397], [2.841, 2.073, 1.838], [0.370, 1.842, 2.379], [-1.037, 2.545, 2.234], [0.725, 2.213, 3.895], [0.390, 0.374, 2.152], [1.407, 2.368, -0.415], [-0.247, 2.293, -0.509], [1.909, 3.442, -1.290], [1.838, 0.934, -0.566], [2.112, 4.361, 2.711], [0.725, 4.659, 1.649], [2.372, 4.690, 0.983], [2.970, 1.303, 1.261], [-1.756, 1.931, 2.000], [1.617, 1.905, 4.118], [-0.643, 3.165, -0.621], [0.621, -4.360, -3.415], [0.214, -3.334, -4.134], [0.047, -3.398, -5.332], [-0.035, -2.071, -3.395], [-0.468, -0.885, -3.943], [-0.582, -0.001, -2.934], [-0.253, -0.545, -1.761], [0.086, -1.804, -2.016], [0.476, -2.595, -0.811], [0.813, -3.783, -0.945], [0.405, -1.932, 0.266], [0.707, -4.154, -2.424], [-0.684, -0.641, -4.969], [-0.852, 0.967, -2.981], [-4.229, 1.203, 0.846], [-2.877, 0.449, 0.640], [-1.844, -0.044, 0.441], [-4.076, 2.309, 0.362], [-5.090, 0.587, 0.262], [-4.459, 1.276, 2.032]], "mulliken_spin": [2.807, 0.001, -0.022, 0.002, 0.009, -0.001, 0.000, 0.007, 0.034, -0.004, 0.001, -0.004, 0.000, 0.000, 0.000, 0.002, 0.006, 0.000, 0.000, -0.001, -0.003, 0.000, 0.008, 0.041, 0.019, -0.077, 0.076, -0.007, 0.024, -0.017, -0.001, 0.004, 0.004, 0.001, 0.185, -0.120, 0.009, 0.008, 0.008], "homo_energy_ev": [-4.5, -7.5], "e_above_lowest_kj_mol": 99.8, "s2": 3.764, "gap_ev": [6.92, 9.93], "spin_multiplicity": 4, "energy_ha": -2956.58237, "total_charge": -1, "max_force_ev_per_a": 3.44}


[3]
{"formula": "C4H10O2", "method": "the ωB97M-V functional and the def2-TZVPD basis", "symbols": ["C", "O", "C", "C", "C", "O", "H", "H", "H", "H", "H", "H", "H", "H", "H", "H"], "coordinates": [[2.258, -0.762, -0.393], [1.497, 0.243, 0.241], [0.271, 0.586, -0.393], [-0.850, 0.436, 0.641], [-2.206, 0.352, -0.033], [-0.636, -0.758, 1.359], [1.614, -1.487, -0.912], [2.974, -0.340, -1.111], [2.810, -1.289, 0.389], [0.075, -0.094, -1.236], [0.324, 1.613, -0.779], [-0.824, 1.302, 1.324], [-2.993, 0.205, 0.713], [-2.221, -0.503, -0.718], [-2.419, 1.265, -0.598], [0.325, -0.769, 1.505]], "lowdin_charge": [-0.103, -0.206, -0.178, -0.440, -0.050, -0.031, 0.091, 0.089, 0.090, 0.123, 0.132, 0.145, 0.083, 0.085, 0.084, 0.085], "homo_energy_ev": -10.0, "e_above_lowest_kj_mol": 108.1, "gap_ev": 10.97, "energy_ha": -308.85698, "max_force_ev_per_a": 0.40, "smiles": "COC[C@@H](C)O"}


[4]
{"formula": "C14H29N3O6", "method": "the ωB97M-V functional and the def2-TZVPD basis", "symbols": ["N", "H", "H", "H", "H", "N", "H", "H", "H", "H", "C", "C", "C", "O", "C", "C", "C", "O", "O", "O", "H", "H", "O", "C", "C", "O", "H", "H", "H", "H", "C", "C", "N", "C", "C", "C", "C", "H", "H", "H", "H", "H", "H", "H", "H", "H", "H", "H", "H", "H", "H", "H"], "coordinates": [[0.400, 2.528, -1.380], [0.841, 3.320, -1.841], [0.871, 1.648, -1.648], [-0.593, 2.511, -1.573], [0.475, 2.814, -0.361], [0.231, 0.744, 0.779], [0.980, 0.444, 1.459], [0.220, 1.740, 1.109], [-0.621, 0.164, 0.780], [0.763, 0.609, -0.097], [1.361, -2.001, -2.751], [1.514, -0.903, -1.969], [2.897, -0.373, -1.688], [3.087, 0.811, -1.280], [3.999, -1.189, -1.896], [3.905, -2.507, -2.444], [2.517, -2.842, -3.085], [2.348, -3.845, -3.781], [4.766, -3.385, -2.451], [0.440, -0.242, -1.613], [0.411, -2.314, -3.160], [4.992, -0.781, -1.762], [0.452, 2.973, 1.306], [1.662, 3.110, 2.020], [2.122, 2.000, 2.995], [2.311, 0.718, 2.515], [1.665, 4.120, 2.480], [2.501, 3.328, 1.329], [1.338, 1.980, 3.782], [3.014, 2.329, 3.556], [-0.659, -2.695, -0.125], [-1.998, -2.226, 0.494], [-2.144, -0.778, 0.518], [-3.289, -0.376, 1.348], [-3.169, -0.563, 2.851], [-2.380, -0.215, -0.823], [-2.365, 1.360, -0.877], [0.180, -2.186, 0.343], [-0.635, -2.573, -1.208], [-0.618, -3.773, 0.042], [-2.830, -2.720, -0.023], [-1.857, -2.650, 1.489], [-3.571, 0.668, 1.211], [-4.183, -0.923, 1.011], [-2.536, -1.413, 3.120], [-2.741, 0.291, 3.375], [-4.104, -0.819, 3.354], [-3.259, -0.611, -1.347], [-1.578, -0.522, -1.499], [-1.739, 1.721, -1.688], [-1.992, 1.798, 0.049], [-3.400, 1.696, -0.947]], "lowdin_charge": [0.248, 0.132, 0.081, 0.054, 0.076, 0.178, 0.074, -0.088, 0.061, 0.054, -0.027, -0.353, -0.402, -0.058, -0.022, -0.404, -0.344, -0.017, -0.030, -0.188, 0.094, 0.094, -0.335, -0.351, -0.471, -0.368, 0.072, 0.086, 0.066, 0.068, -0.068, -0.243, -0.203, -0.261, -0.088, -0.227, -0.069, 0.087, 0.045, 0.071, 0.110, 0.100, 0.101, 0.106, 0.061, 0.073, 0.061, 0.108, 0.081, 0.039, 0.072, 0.065], "homo_energy_ev": -0.5, "e_above_lowest_kj_mol": 102.7, "gap_ev": 5.12, "energy_ha": -1166.42092, "total_charge": -2, "max_force_ev_per_a": 3.83}


[5]
{"formula": "C15H21ClF5O2P2STb", "method": "the ωB97M-V functional and the def2-TZVPD basis", "symbols": ["C", "C", "H", "H", "H", "O", "Cl", "Tb", "P", "C", "C", "H", "H", "H", "H", "H", "H", "C", "H", "H", "H", "P", "C", "C", "H", "H", "H", "C", "H", "H", "H", "H", "H", "H", "C", "O", "F", "C", "C", "F", "C", "F", "C", "S", "C", "F", "C", "F"], "coordinates": [[0.221, -0.247, -6.802], [-0.017, 0.170, -5.375], [1.303, -0.272, -6.976], [-0.227, 0.463, -7.515], [-0.183, -1.254, -6.984], [0.817, 0.430, -4.541], [-1.752, 0.236, -4.952], [-0.665, -0.099, -0.433], [-0.303, 2.469, -0.502], [0.957, 3.438, 0.307], [-0.364, 2.877, -2.284], [-0.560, 3.949, -2.417], [-2.105, 4.068, -0.051], [-1.121, 2.291, -2.833], [-2.771, 2.430, -0.309], [1.937, 3.140, -0.093], [0.585, 2.593, -2.761], [-1.948, 3.002, 0.147], [0.792, 4.513, 0.152], [-2.017, 2.805, 1.229], [0.969, 3.213, 1.386], [-0.081, -2.623, -0.140], [1.249, -3.371, 0.790], [-1.672, -3.222, 0.582], [-0.898, -2.872, -2.452], [-0.191, -4.400, -1.825], [0.851, -3.023, -2.341], [-0.087, -3.306, -1.842], [-2.542, -2.795, 0.060], [-1.737, -4.315, 0.537], [1.180, -4.469, 0.794], [1.235, -2.999, 1.827], [-1.768, -2.886, 1.628], [2.206, -3.056, 0.353], [1.546, 0.064, 0.695], [2.401, 0.151, 1.450], [2.260, 0.461, 6.352], [1.354, 0.354, 5.352], [0.839, 1.507, 4.755], [1.244, 2.733, 5.154], [-0.095, 1.380, 3.728], [-0.573, 2.525, 3.142], [-0.537, 0.131, 3.242], [-1.689, 0.000, 1.959], [-0.006, -0.998, 3.898], [-0.391, -2.248, 3.484], [0.930, -0.908, 4.928], [1.425, -2.029, 5.495]], "mulliken_spin": [0.000, 0.002, 0.000, 0.000, 0.000, 0.002, 0.001, 6.361, -0.079, -0.001, 0.013, -0.001, -0.001, -0.002, 0.000, 0.000, -0.001, -0.006, -0.002, 0.000, 0.000, -0.046, 0.000, -0.005, -0.001, -0.001, 0.000, 0.006, 0.000, 0.000, -0.001, 0.000, -0.001, 0.000, -0.012, 0.005, -0.003, -0.034, 0.008, 0.001, -0.015, -0.001, -0.002, -0.171, -0.019, -0.001, 0.009, 0.001], "homo_energy_ev": [-14.6, -14.7], "s2": 12.631, "gap_ev": [5.76, 7.20], "spin_multiplicity": 7, "energy_ha": -3598.87067, "total_charge": 2, "max_force_ev_per_a": 3.93}


[6]
{"formula": "C30H25BrN6O3S3Ti", "method": "the ωB97M-V functional and the def2-TZVPD basis", "symbols": ["Ti", "C", "C", "N", "N", "C", "S", "S", "C", "C", "C", "C", "C", "C", "C", "C", "C", "C", "C", "C", "C", "O", "H", "H", "H", "H", "H", "H", "H", "H", "H", "H", "H", "H", "H", "H", "N", "C", "S", "N", "N", "C", "C", "C", "C", "C", "C", "N", "H", "H", "H", "H", "H", "H", "H", "Br", "C", "C", "C", "C", "C", "C", "C", "O", "O", "H", "H", "H", "H"], "coordinates": [[0.665, 0.208, -1.561], [1.853, 0.518, 2.644], [1.430, 0.793, 1.226], [1.314, -0.186, 0.390], [1.347, -1.437, 1.058], [1.820, -2.473, 0.422], [2.696, -2.723, -0.978], [1.524, -4.007, 1.382], [0.003, -3.646, 2.284], [0.132, -3.575, 3.793], [-0.869, -4.090, 4.612], [-0.800, -3.977, 6.000], [0.281, -3.339, 6.592], [1.290, -2.823, 5.782], [1.218, -2.943, 4.400], [1.192, 2.232, 0.870], [0.932, 3.133, 1.901], [0.708, 4.485, 1.677], [0.764, 4.965, 0.368], [1.020, 4.102, -0.677], [1.215, 2.725, -0.454], [1.430, 1.936, -1.472], [2.591, -0.276, 2.648], [1.012, 0.169, 3.250], [2.280, 1.411, 3.097], [-0.751, -4.384, 2.006], [-0.307, -2.664, 1.908], [-1.719, -4.587, 4.152], [-1.596, -4.385, 6.615], [0.338, -3.243, 7.670], [2.139, -2.320, 6.231], [2.000, -2.551, 3.760], [0.874, 2.764, 2.917], [0.493, 5.148, 2.507], [0.596, 6.020, 0.166], [1.059, 4.442, -1.704], [4.654, 0.749, -4.416], [3.755, 0.281, -3.425], [4.319, 0.318, -1.797], [2.675, -0.171, -3.989], [1.636, -0.602, -3.157], [0.885, -1.510, -3.759], [-0.204, -2.082, -3.069], [-0.997, -3.136, -3.580], [-1.977, -3.691, -2.812], [-2.215, -3.176, -1.499], [-1.442, -2.134, -1.074], [-0.442, -1.585, -1.800], [5.318, 1.399, -4.028], [4.177, 1.060, -5.248], [1.174, -1.851, -4.745], [-0.798, -3.496, -4.584], [-2.575, -4.509, -3.197], [-2.978, -3.587, -0.853], [-1.601, -1.679, -0.104], [-3.933, 5.114, -4.815], [-3.682, 4.160, -3.189], [-4.497, 4.441, -2.113], [-4.293, 3.772, -0.923], [-3.280, 2.812, -0.824], [-2.506, 2.533, -1.919], [-2.676, 3.199, -3.107], [-1.410, 1.455, -1.814], [-1.152, 0.973, -0.692], [-0.803, 1.101, -2.835], [-5.284, 5.176, -2.209], [-4.916, 3.996, -0.066], [-3.080, 2.280, 0.099], [-2.024, 2.968, -3.940]], "mulliken_spin": [1.092, 0.001, 0.039, -0.038, 0.007, -0.004, 0.015, 0.001, 0.004, -0.001, 0.001, 0.000, 0.000, 0.000, 0.000, 0.007, 0.010, -0.004, 0.006, -0.004, -0.003, -0.005, 0.000, 0.001, 0.000, 0.001, -0.002, 0.000, 0.000, 0.000, 0.000, 0.000, 0.000, 0.000, 0.000, 0.002, 0.014, 0.022, 0.028, 0.010, 0.250, 0.048, 0.176, -0.054, 0.127, 0.096, -0.008, 0.097, 0.000, -0.001, 0.037, -0.002, 0.017, 0.010, 0.007, 0.000, 0.000, 0.000, 0.000, 0.000, -0.007, 0.000, -0.002, 0.007, 0.000, 0.000, 0.000, 0.001, 0.001], "homo_energy_ev": [-0.1, -1.0], "e_above_lowest_kj_mol": 127.2, "s2": 2.022, "gap_ev": [3.66, 4.57], "spin_multiplicity": 3, "energy_ha": -6330.67835, "total_charge": -2, "max_force_ev_per_a": 1.91}